[1]
Density functional theory data (ωB97M-V with the def2-TZVPD basis set) for the molecule C4H6O2.

Computed properties:
* energy above the lowest of the compared OMol25 structures with the same formula, charge and spin: 28.9 kcal per mole
* LUMO: 0.820 eV
* strongest force on any atom: 0.0104 Eh/bohr
* SMILES string: CC(C=O)C=O

Atoms and positions in Å:
C 1.178 0.453 -0.066
C -0.045 -0.403 -0.368
C -0.373 -0.975 1.012
O -1.478 -1.086 1.475
C -1.203 0.470 -0.822
O -1.172 1.671 -0.706
H 1.457 1.168 -0.839
H 0.888 1.037 0.814
H 2.032 -0.184 0.180
H 0.111 -1.219 -1.094
H 0.532 -1.161 1.634
H -2.084 -0.037 -1.256

Forces on the atoms, in the same order (eV/Å):
C 0.17 0.11 0.03
C 0.00 0.12 0.11
C -0.49 -0.08 0.17
O 0.31 -0.10 -0.22
C -0.06 0.38 0.01
O -0.12 -0.50 -0.14
H -0.13 -0.23 -0.10
H 0.44 0.14 -0.06
H -0.06 0.17 0.00
H 0.06 0.21 0.24
H -0.21 -0.22 -0.13
H 0.07 0.00 0.08

Here are the Mulliken charges for atoms 1 to 2, given in e: -1.38 0.33

[2]
Density functional theory data (ωB97M-V with the def2-TZVPD basis set) for the molecule C4H6O2.

Computed properties:
* energy above the lowest of the compared OMol25 structures with the same formula, charge and spin: 17.2 kcal per mole
* LUMO: 0.662 eV
* strongest force on any atom: 0.0103 Eh/bohr
* SMILES string: CC(=O)CC=O

Atoms and positions in Å:
C -0.489 -0.839 -1.483
C -0.780 -0.165 -0.168
O -1.773 -0.384 0.491
C 0.288 0.792 0.353
C 0.940 0.160 1.568
O 2.125 -0.031 1.672
H 0.486 -1.338 -1.427
H -0.416 -0.090 -2.280
H -1.270 -1.564 -1.717
H 1.059 1.025 -0.384
H -0.220 1.708 0.675
H 0.222 -0.143 2.356

Forces on the atoms, in the same order (eV/Å):
C -0.05 -0.06 -0.02
C -0.20 -0.06 0.14
O 0.37 0.08 -0.28
C 0.11 0.08 -0.04
C 0.26 -0.09 0.05
O -0.51 0.11 -0.05
H -0.12 0.06 0.00
H -0.02 -0.09 0.13
H 0.10 0.11 0.02
H -0.11 -0.03 0.06
H 0.05 -0.11 0.00
H 0.13 0.01 0.00

Here are the Mulliken charges for atoms 1 to 2, given in e: -1.12 0.64

[3]
Density functional theory data (ωB97M-V with the def2-TZVPD basis set) for the molecule C4H6O2.

Computed properties:
* energy above the lowest of the compared OMol25 structures with the same formula, charge and spin: 56.0 kcal per mole
* LUMO: 0.495 eV
* strongest force on any atom: 0.0828 Eh/bohr
* SMILES string: O=C1CCCO1

Atoms and positions in Å:
O -0.862 2.173 1.010
C -0.529 1.178 0.478
C 0.095 0.730 -0.833
C 0.560 -0.692 -0.539
C -0.168 -0.910 0.780
O -1.380 -0.292 0.838
H -0.749 0.759 -1.540
H 0.875 1.405 -1.188
H 0.261 -1.413 -1.301
H 1.646 -0.741 -0.393
H 0.484 -0.137 1.443
H -0.171 -1.890 1.268

Forces on the atoms, in the same order (eV/Å):
O 1.19 -1.45 -0.34
C -4.20 -0.10 -0.65
C 0.47 0.23 0.24
C -0.24 -0.43 -0.34
C 2.54 0.84 2.56
O 0.38 2.93 -1.10
H 0.20 0.05 0.32
H -0.11 -0.01 0.14
H 0.01 0.13 -0.14
H -0.32 -0.08 -0.07
H -0.04 -2.14 -0.19
H 0.13 0.03 -0.42

Here are the Mulliken charges for atoms 1 to 2, given in e: -0.42 0.29

[4]
Density functional theory data (ωB97M-V with the def2-TZVPD basis set) for the molecule C4H6O2.

Computed properties:
* energy above the lowest of the compared OMol25 structures with the same formula, charge and spin: 35.9 kcal per mole
* LUMO: 0.801 eV
* strongest force on any atom: 0.0070 Eh/bohr
* SMILES string: OC1=COCC1

Atoms and positions in Å:
O 0.416 0.277 -2.150
C 0.359 0.062 -0.807
C -0.886 -0.509 -0.177
C -0.631 -0.054 1.262
C 1.275 0.241 0.144
O 0.797 -0.017 1.414
H 1.128 0.906 -2.324
H -0.908 -1.603 -0.274
H -1.812 -0.107 -0.598
H -1.039 -0.699 2.040
H -1.015 0.970 1.389
H 2.316 0.532 0.080

Forces on the atoms, in the same order (eV/Å):
O 0.18 0.07 -0.06
C 0.04 -0.03 0.36
C -0.04 0.02 -0.01
C -0.27 -0.04 0.07
C 0.02 0.14 -0.25
O 0.05 -0.04 0.02
H -0.06 -0.17 -0.09
H 0.01 0.15 -0.02
H 0.13 0.01 0.09
H 0.05 0.04 -0.13
H 0.07 -0.15 0.04
H -0.17 0.01 -0.01

Here are the Mulliken charges for atoms 1 to 2, given in e: -0.51 0.51

[5]
Density functional theory data (ωB97M-V with the def2-TZVPD basis set) for a structure of composition C4H6O2.

Computed properties:
* energy above the lowest of the compared OMol25 structures with the same formula, charge and spin: 47.1 kcal per mole
* LUMO: 0.914 eV
* strongest force on any atom: 0.0162 Eh/bohr

Atoms and positions in Å:
O 2.362 -1.284 0.306
C 1.308 -0.748 0.547
C 0.350 -0.124 -0.448
C -1.105 -0.535 -0.172
O -1.453 0.746 0.348
C -0.184 1.273 -0.043
H 0.878 -0.748 1.572
H 0.703 -0.257 -1.475
H -1.573 -0.731 -1.141
H -1.358 -1.344 0.523
H 0.332 1.748 0.795
H -0.286 2.004 -0.854

Forces on the atoms, in the same order (eV/Å):
O -0.60 0.46 -0.02
C -0.11 -0.22 -0.18
C 0.54 -0.13 0.24
C -0.33 -0.39 -0.65
O -0.15 0.01 0.12
C 0.39 0.29 0.06
H 0.25 0.07 0.14
H -0.05 0.07 0.23
H -0.40 -0.05 0.14
H 0.33 0.07 -0.06
H 0.00 0.02 0.00
H 0.13 -0.21 -0.02

Here are the Mulliken charges for atoms 1 to 2, given in e: -0.47 -0.25

[6]
Density functional theory data (ωB97M-V with the def2-TZVPD basis set) for the molecule C4H6O2.

Computed properties:
* energy above the lowest of the compared OMol25 structures with the same formula, charge and spin: 56.6 kcal per mole
* LUMO: 0.552 eV
* strongest force on any atom: 0.0666 Eh/bohr
* SMILES string: CC(=O)CC=O

Atoms and positions in Å:
C 0.068 -1.731 -0.349
C 0.579 -0.377 -0.320
O 1.504 0.019 -1.006
C -0.190 0.491 0.629
C -0.277 1.887 0.107
O -1.145 2.658 0.432
H -0.454 -1.085 -1.258
H -0.772 -2.023 0.278
H 0.871 -2.498 -0.303
H -1.175 0.110 0.930
H 0.479 0.420 1.494
H 0.511 2.127 -0.632

Forces on the atoms, in the same order (eV/Å):
C -0.65 0.31 -1.11
C 0.97 0.67 1.41
O -0.19 -0.08 0.46
C 0.10 0.48 0.15
C -0.17 0.50 0.22
O 0.20 -0.05 -0.17
H 0.31 -3.41 0.13
H 0.23 0.48 0.26
H -0.79 0.37 -1.56
H 0.32 0.09 -0.16
H -0.18 0.41 0.26
H -0.16 0.23 0.10

Here are the Mulliken charges for atoms 1 to 2, given in e: -0.87 0.53

Please write out number 4 again, unchanged.
Density functional theory data (ωB97M-V with the def2-TZVPD basis set) for the molecule C4H6O2.

Computed properties:
* energy above the lowest of the compared OMol25 structures with the same formula, charge and spin: 35.9 kcal per mole
* LUMO: 0.801 eV
* strongest force on any atom: 0.0070 Eh/bohr
* SMILES string: OC1=COCC1

Atoms and positions in Å:
O 0.416 0.277 -2.150
C 0.359 0.062 -0.807
C -0.886 -0.509 -0.177
C -0.631 -0.054 1.262
C 1.275 0.241 0.144
O 0.797 -0.017 1.414
H 1.128 0.906 -2.324
H -0.908 -1.603 -0.274
H -1.812 -0.107 -0.598
H -1.039 -0.699 2.040
H -1.015 0.970 1.389
H 2.316 0.532 0.080

Forces on the atoms, in the same order (eV/Å):
O 0.18 0.07 -0.06
C 0.04 -0.03 0.36
C -0.04 0.02 -0.01
C -0.27 -0.04 0.07
C 0.02 0.14 -0.25
O 0.05 -0.04 0.02
H -0.06 -0.17 -0.09
H 0.01 0.15 -0.02
H 0.13 0.01 0.09
H 0.05 0.04 -0.13
H 0.07 -0.15 0.04
H -0.17 0.01 -0.01

Here are the Mulliken charges for atoms 1 to 2, given in e: -0.51 0.51